Record 1
72
Properties=species:S:1:pos:R:3:forces:R:3:mulliken_charge:R:1 method="wB97M-V/def2-TZVPD" smiles="CCOC(=O)CCCc1cc2c(cc1P(=O)(O)O)Sc1cc(CCCCS(=O)(=O)Cl)ccc1N2B(O)N(C)C" lumo_ev=-0.057 e_tot_ev=-88945.1543 gap_ev=7.494
C 7.33844 -1.62160 1.80341 0.409 -0.335 -0.379 -0.953
C 7.48992 -0.18991 1.27214 0.430 -0.163 -0.065 -0.243
O 6.40042 0.68628 1.59811 -0.306 -0.674 -0.479 -0.356
C 5.17932 0.28369 1.12376 -1.436 -0.142 1.114 0.117
O 4.20361 0.47438 1.82130 0.996 0.202 -0.740 -0.547
C 4.98672 -0.41987 -0.22369 0.841 -0.304 -0.243 1.339
C 4.93010 0.53942 -1.43670 0.532 0.368 0.485 -1.545
C 4.22611 1.88210 -1.18654 -0.316 -0.303 -0.569 -0.819
C 2.69722 1.86031 -1.09850 0.687 0.428 0.274 0.474
C 1.95656 0.68853 -1.18837 0.406 0.234 -0.041 0.106
C 0.56289 0.65859 -1.06926 0.671 -0.014 -0.478 -0.518
C -0.06229 1.89070 -0.89552 -1.108 -0.914 -0.054 0.868
C 0.65226 3.05983 -0.84169 -0.070 0.888 0.121 -1.104
C 2.03549 3.08481 -0.92185 0.719 -0.539 0.174 -0.501
P 2.76096 4.73998 -0.82325 -1.368 1.467 -0.126 0.993
O 2.05978 5.63543 -1.75623 0.172 -0.107 -0.468 -0.771
O 2.48309 5.29852 0.68508 0.529 -1.201 -0.534 -0.529
O 4.34345 4.77972 -1.02263 -0.219 -0.321 0.507 -0.521
S -1.83237 2.03238 -0.76360 0.039 0.026 -0.022 -0.560
C -2.35554 0.33322 -0.72599 0.867 1.093 0.023 0.806
C -3.70801 0.13271 -0.48731 -0.310 0.057 0.047 -1.138
C -4.23961 -1.13975 -0.44477 -0.384 -0.249 -0.284 0.895
C -5.70494 -1.44540 -0.14478 0.225 0.513 0.695 -0.817
C -6.56760 -0.21308 0.20093 -0.881 -0.239 -0.096 -0.437
C -8.09865 -0.44174 -0.09252 0.522 0.707 0.808 -0.837
C -8.95197 -0.35122 1.21275 1.931 -0.290 -0.897 -0.763
S -9.32784 1.34010 1.71404 -2.059 -0.311 0.359 1.071
O -9.76814 1.29572 3.06908 0.672 -0.123 0.475 -0.555
O -10.25277 1.90119 0.78311 0.565 0.115 -0.731 -0.543
Cl -7.62548 2.48574 1.66105 -0.131 -0.401 -0.101 -0.185
C -3.35985 -2.19130 -0.69494 -0.580 -0.315 0.290 -1.446
C -2.02220 -1.99068 -0.93317 -0.055 -0.362 -0.046 -0.006
C -1.46274 -0.70156 -0.93253 -0.237 -1.303 -0.446 -0.361
N -0.04687 -0.63311 -1.14546 0.281 1.319 1.302 -0.201
B 0.52122 -1.46662 0.00313 0.000 -0.398 -0.974 0.994
O 0.61949 -0.89282 1.26549 -0.697 -0.770 -0.367 -0.628
N 0.87445 -2.85034 -0.31722 -0.099 0.581 0.958 0.000
C 0.50231 -3.79368 0.75881 0.570 -0.010 0.072 -1.124
C 2.28375 -3.00921 -0.70084 -0.136 -1.037 -0.179 -1.424
H 7.66263 -1.74234 2.84367 -0.314 0.276 -0.158 0.323
H 8.01930 -2.25417 1.20882 -0.201 0.140 0.176 0.328
H 6.33694 -2.05166 1.68004 0.144 0.261 0.079 0.262
H 7.64448 -0.17682 0.18362 -0.034 -0.098 0.232 0.232
H 8.39295 0.23175 1.73067 -0.382 0.203 -0.161 0.347
H 5.80604 -1.13226 -0.41274 -0.234 0.208 0.079 0.622
H 4.09150 -1.03433 -0.12738 0.032 0.390 0.138 -1.265
H 4.53046 0.02267 -2.31997 -0.040 0.075 0.274 0.444
H 5.97698 0.78115 -1.68594 -0.314 -0.010 -0.018 0.411
H 4.49288 2.53780 -2.02838 -0.067 -0.159 0.240 0.638
H 4.63539 2.38096 -0.29537 -0.093 -0.263 -0.176 0.581
H 2.53278 -0.21890 -1.36247 -0.471 -0.036 0.026 0.216
H 0.10165 3.99834 -0.73871 0.098 -0.197 -0.076 0.505
H 1.57958 5.00507 0.88021 0.128 0.257 0.371 0.407
H 4.55573 5.57005 -1.54121 -0.076 -0.050 0.018 0.365
H -4.34064 1.00566 -0.33419 0.234 -0.150 0.006 0.270
H -5.68649 -2.07297 0.76376 -0.159 -0.052 -0.379 0.309
H -6.18332 -2.04551 -0.92988 0.327 0.198 -0.037 0.438
H -6.28321 0.70132 -0.32785 0.190 -0.346 0.013 0.270
H -6.47504 0.00283 1.27461 0.279 0.038 -0.336 0.539
H -8.21432 -1.43256 -0.54795 -0.343 0.347 0.039 0.421
H -8.44567 0.35983 -0.75654 -0.063 -0.525 -0.224 0.391
H -8.32567 -0.77287 2.01016 -0.611 0.024 0.107 0.436
H -9.88947 -0.89786 1.07460 -0.118 0.577 0.446 0.413
H -3.75061 -3.20939 -0.67261 0.128 0.165 -0.079 0.372
H -1.43368 -2.88574 -1.11989 0.239 0.448 -0.077 0.674
H -0.25972 -0.94329 1.67060 0.262 0.478 0.266 0.334
H 1.42236 -4.27866 1.12086 -0.464 -0.119 0.088 0.440
H -0.20786 -4.55158 0.39501 0.278 0.152 0.034 0.275
H 0.05156 -3.29036 1.62416 0.060 -0.076 -0.232 0.374
H 2.95658 -2.67650 0.10693 -0.002 0.097 -0.345 0.531
H 2.52032 -2.57031 -1.67877 -0.112 0.244 0.373 0.318
H 2.46494 -4.09083 -0.81267 0.028 0.328 -0.092 0.542

Record 2
106
Properties=species:S:1:pos:R:3:forces:R:3:mulliken_charge:R:1 method="wB97M-V/def2-TZVPD" lumo_ev=1.681 e_tot_ev=-108941.3051 gap_ev=7.103 charge=-1
Rb 0.10401 0.95598 -2.76857 0.024 -0.757 0.157 0.843
C 0.00086 0.46289 3.92430 -0.042 0.034 -0.035 -2.213
C 0.39509 1.24824 2.66486 -0.085 -0.111 0.086 0.442
C 1.92034 1.29287 2.57497 -0.026 -0.063 -0.006 -1.372
C 2.55441 2.42149 1.74852 0.059 -0.148 -0.138 1.795
C 4.03413 2.06822 1.57849 -0.043 0.008 -0.062 -1.998
C 2.43802 3.75371 2.50451 -0.083 -0.077 -0.092 -1.737
N 1.88643 2.42685 0.43710 -0.311 0.664 -0.211 1.538
C 2.35118 3.32686 -0.63317 -0.113 0.004 0.220 -0.970
C 1.56183 4.63298 -0.74987 0.102 -0.093 -0.082 -1.307
N 0.14808 4.43117 -1.05949 0.023 -0.011 0.098 1.415
C 0.00440 4.14044 -2.49003 -0.183 -0.029 -0.175 -1.325
C -1.40869 3.66117 -2.93187 0.078 0.120 -0.095 0.172
O -2.04849 4.45327 -3.63960 -0.132 0.078 -0.064 -0.784
O -1.72993 2.50694 -2.55057 -1.067 1.024 0.170 -0.629
C -0.66259 5.58866 -0.60944 -0.037 0.031 0.010 0.457
C -0.52277 6.83185 -1.49889 0.059 -0.096 -0.019 -2.187
C -2.14979 5.26077 -0.43636 -0.012 -0.049 0.029 -1.675
C -2.57412 4.52597 0.84150 0.047 -0.079 0.006 2.266
C -4.10574 4.53716 0.88453 0.039 0.010 -0.021 -2.072
C -2.04217 5.22629 2.10759 0.000 -0.048 -0.067 -1.868
N -2.11740 3.14643 0.70610 -0.015 0.103 0.173 0.364
C -2.28545 2.25118 1.82148 0.028 0.050 -0.064 -1.085
C -1.73257 0.88154 1.48077 -0.073 -0.076 -0.058 -1.227
N -0.26471 0.76770 1.43135 0.041 0.093 -0.013 1.600
C 0.05191 -0.60059 1.05820 0.143 0.038 0.299 -0.803
C 1.32788 -0.90892 0.28645 0.092 0.978 0.641 -0.047
O 1.76200 -2.03657 0.30485 0.540 -0.161 0.423 -0.687
O 1.84010 0.01031 -0.51803 -0.114 -0.666 -0.199 -0.342
H 0.31194 1.01348 4.81293 0.014 0.002 0.017 0.571
H 0.48740 -0.51378 3.95368 0.001 -0.021 -0.001 0.363
H -1.07669 0.31255 3.98488 0.001 -0.004 0.038 0.359
H 0.04945 2.27451 2.80366 0.002 0.021 -0.030 0.295
H 2.30157 0.32860 2.22952 -0.004 -0.037 -0.069 0.175
H 2.30088 1.40476 3.59421 -0.015 -0.038 0.031 0.707
H 4.45694 1.78722 2.54441 0.013 0.013 0.029 0.421
H 4.61681 2.90602 1.19753 0.016 0.037 -0.047 0.424
H 4.14365 1.22683 0.89329 -0.007 -0.018 -0.005 0.421
H 2.90710 3.67739 3.48829 0.009 -0.018 -0.004 0.489
H 1.39418 4.04315 2.64413 -0.018 0.018 -0.008 0.079
H 2.94135 4.55134 1.96018 0.012 0.059 -0.063 0.415
H 1.58100 0.96592 -0.32676 0.418 -0.189 0.952 0.084
H 0.88751 2.57737 0.55991 0.011 0.109 0.082 -1.037
H 2.29750 2.74361 -1.55171 0.129 0.218 -0.323 0.423
H 3.40476 3.57214 -0.49949 0.031 -0.066 0.058 0.504
H 2.06006 5.26208 -1.50679 -0.021 -0.016 -0.002 0.424
H 1.62223 5.16990 0.19675 0.059 0.013 0.106 0.543
H 0.70943 3.34601 -2.73816 0.152 0.317 -0.013 0.877
H 0.26761 5.00515 -3.10966 0.092 0.032 0.071 0.260
H -0.25539 5.84694 0.37254 -0.023 0.004 0.014 0.344
H -1.06335 6.69094 -2.43555 -0.017 0.013 -0.020 0.393
H 0.52285 7.04725 -1.72730 0.021 0.015 -0.011 0.350
H -0.93828 7.69837 -0.98031 -0.015 -0.009 -0.010 0.544
H -2.50450 4.66980 -1.28115 -0.048 0.146 0.054 0.155
H -2.69362 6.20893 -0.46904 -0.016 0.029 0.023 0.422
H -4.47597 5.56318 0.92401 -0.020 0.035 0.016 0.472
H -4.48948 4.01330 1.76185 0.002 -0.026 0.020 0.472
H -4.49768 4.05543 -0.01054 -0.013 -0.010 -0.030 0.399
H -2.19251 6.30594 2.04172 -0.017 0.038 0.014 0.386
H -0.97528 5.03922 2.24702 0.028 0.009 -0.008 0.168
H -2.56209 4.87295 3.00040 0.005 -0.018 0.017 0.488
H -1.20340 3.10649 0.26958 -0.018 -0.065 -0.044 -0.378
H -3.35512 2.11345 2.01112 -0.002 -0.007 -0.018 0.418
H -1.86396 2.61776 2.77176 -0.030 0.009 0.038 0.300
H -2.09560 0.63356 0.48101 -0.006 -0.041 0.022 0.327
H -2.15871 0.14343 2.18006 0.028 0.000 0.000 0.734
H -0.72007 -0.93281 0.35656 0.062 0.116 0.235 0.512
H 0.01655 -1.29677 1.90773 0.097 0.000 -0.019 0.122
N 2.49205 1.14134 -3.89409 0.626 0.090 -0.270 -0.639
C 2.15546 0.11992 -4.34550 0.626 -0.242 -0.458 -0.328
Cl 2.40921 -10.61998 -2.08916 0.005 -0.007 0.000 -0.237
C 1.68442 -9.04551 -1.95035 0.002 0.042 0.003 0.450
C 0.32658 -8.89547 -2.16184 -0.010 0.004 0.009 -1.038
C -0.22541 -7.63263 -2.02682 0.024 -0.022 0.044 -0.157
C 0.53698 -6.51834 -1.69001 -0.078 0.011 0.003 -0.332
C -0.15729 -5.17801 -1.54656 -0.030 -0.016 0.102 -0.497
C 0.18595 -4.22293 -2.68780 0.118 -0.017 -0.135 -1.276
N -0.58166 -3.00853 -2.56705 -0.166 0.098 0.163 0.348
C -1.84335 -2.77046 -3.05907 -0.035 0.039 -0.106 -0.472
C -2.24604 -1.59570 -2.49865 -0.117 -0.055 0.031 -1.126
N -1.27557 -1.12358 -1.64476 -0.449 -0.476 -0.108 -0.126
C -0.30179 -1.99794 -1.71026 0.077 -0.330 -0.493 0.120
O 0.18289 -4.51112 -0.34821 -0.062 -0.067 -0.028 0.452
C -0.70091 -4.70741 0.74129 0.092 -0.029 -0.025 -0.785
C -0.70455 -6.13849 1.19396 -0.040 0.019 -0.056 0.111
C -1.72101 -7.02803 1.03572 0.032 -0.007 0.051 0.554
Cl -3.27202 -6.72129 0.35848 -0.016 0.007 -0.019 -0.209
S -1.31314 -8.61688 1.54387 0.001 0.026 -0.016 -0.213
C 0.26483 -8.10115 1.98014 -0.051 0.003 -0.015 -0.409
C 0.44604 -6.77762 1.74911 0.003 -0.056 -0.039 -0.824
C 1.90358 -6.70818 -1.49633 0.008 -0.040 0.000 1.275
Cl 2.95086 -5.39629 -1.07227 0.044 0.007 0.013 -0.184
C 2.47985 -7.96359 -1.62138 0.027 -0.033 -0.002 -0.923
H -0.28634 -9.75003 -2.40921 -0.008 -0.010 -0.008 0.422
H -1.29296 -7.50772 -2.16256 -0.033 0.009 -0.007 0.431
H -1.24014 -5.36200 -1.58023 0.012 0.021 0.039 0.563
H -0.03163 -4.69287 -3.64785 0.016 0.017 0.009 0.279
H 1.24591 -3.97414 -2.65606 -0.025 0.022 -0.017 0.458
H -2.30764 -3.42451 -3.77593 -0.017 -0.018 -0.026 0.479
H -3.15648 -1.04782 -2.66947 -0.046 0.021 0.006 0.542
H 0.64131 -1.95140 -1.18752 -0.434 -0.466 -0.652 0.224
H -1.71206 -4.37334 0.48665 -0.003 -0.016 -0.027 0.535
H -0.30876 -4.06300 1.52878 -0.040 0.022 -0.013 0.176
H 0.96572 -8.81164 2.38379 0.044 -0.013 0.025 0.462
H 1.37152 -6.25195 1.93461 0.032 0.021 0.001 0.449
H 3.54028 -8.08819 -1.45942 0.018 0.001 -0.001 0.458